No. 1
Below is a structure of composition C24H44AsBBrCrO8SSi, with properties calculated with wB97M-V/def2-TZVPD.

Each line ends with the Löwdin spin population.
Cartesian coordinates (Å):
1 Cr -1.098096 -1.785943 -0.442778  3.863
2 O -2.531732 -6.177237 -0.789651  -0.002
3 As -2.613804 -4.586185 0.020331  0.008
4 O -4.156948 -4.100379 0.161057  0.004
5 O -1.522021 -3.666044 -0.857352  0.037
6 C -1.770596 -5.198040 1.675613  0.002
7 C -1.907634 -6.550827 1.984003  0.000
8 C -1.374558 -7.078941 3.150644  0.001
9 C -0.696000 -6.258628 4.038247  0.000
10 C -0.557458 -4.910912 3.751553  0.001
11 C -1.089059 -4.386064 2.581258  0.001
12 S -0.832726 -2.644575 2.296522  0.008
13 O -0.640602 -2.051880 3.599119  0.004
14 O 0.313926 -2.507787 1.385793  0.034
15 O -2.038005 -2.185144 1.576921  0.024
16 H -3.062783 -6.117973 -1.592049  0.000
17 H -2.437166 -7.194462 1.297382  0.000
18 H -1.492557 -8.134491 3.363136  0.000
19 H -0.284124 -6.661921 4.954876  0.000
20 H -0.052539 -4.242225 4.434834  0.000
21 C 0.579581 3.256948 4.019176  0.000
22 C -0.304505 2.578044 2.962698  0.000
23 C -0.901585 1.294376 3.557387  0.000
24 C -1.474823 3.521299 2.656115  0.000
25 Si 0.672355 2.182802 1.369134  0.001
26 Br -0.685548 0.808137 0.131515  0.017
27 C 0.899066 3.697635 0.191538  0.000
28 C 1.813094 3.297629 -0.977098  0.000
29 C -0.415002 4.177589 -0.450908  0.000
30 C 1.539093 4.887970 0.917296  0.000
31 C 2.290094 1.210186 1.663543  0.001
32 C 2.655335 0.373026 0.425419  0.001
33 C 2.141398 0.211738 2.823132  0.000
34 C 3.452214 2.157561 2.004591  0.000
35 H -0.036902 3.482685 4.896070  0.000
36 H 1.004735 4.200578 3.668856  0.000
37 H 1.396359 2.619730 4.357440  0.000
38 H -1.531830 1.560022 4.413298  0.000
39 H -0.146954 0.595293 3.908582  0.000
40 H -1.528226 0.762910 2.840652  0.000
41 H -2.093008 3.624810 3.554133  0.000
42 H -2.115948 3.135021 1.860406  0.000
43 H -1.137917 4.519608 2.378429  0.000
44 H 1.405230 2.449469 -1.533148  0.000
45 H 2.823305 3.044781 -0.659794  0.000
46 H 1.890997 4.139256 -1.674270  0.000
47 H -0.938447 3.380072 -0.979675  0.000
48 H -0.173177 4.951217 -1.188257  0.000
49 H -1.100623 4.618558 0.266768  0.000
50 H 2.496542 4.641223 1.386661  0.000
51 H 0.878342 5.300792 1.680923  0.000
52 H 1.725082 5.685184 0.189418  0.000
53 H 1.903287 -0.393076 0.225405  0.002
54 H 3.598054 -0.149730 0.623420  0.000
55 H 2.794848 0.969346 -0.473282  0.000
56 H 1.332454 -0.504034 2.667726  0.000
57 H 2.002044 0.699036 3.787816  0.000
58 H 3.067691 -0.370662 2.890349  0.000
59 H 3.727388 2.814608 1.177444  0.000
60 H 4.330993 1.548615 2.240589  0.000
61 H 3.244022 2.776498 2.879486  0.000
62 C 1.126554 0.414857 -5.150390  0.000
63 C 0.175436 -0.628729 -4.593433  -0.003
64 C 0.471827 -1.993286 -5.206679  0.000
65 O 0.368998 -0.742073 -3.174848  -0.001
66 B -0.858213 -1.077144 -2.579133  0.003
67 O -1.870090 -0.909929 -3.531548  -0.002
68 C -1.320095 -0.244751 -4.680296  -0.003
69 C -2.035754 -0.730682 -5.928133  0.000
70 C -1.549305 1.252279 -4.489364  0.000
71 H 2.151781 0.045234 -5.103519  0.000
72 H 1.069858 1.336490 -4.573615  0.000
73 H 0.890952 0.638875 -6.194913  0.000
74 H 1.481732 -2.287929 -4.920220  0.000
75 H 0.410910 -1.968262 -6.297084  0.000
76 H -0.221343 -2.744429 -4.827307  0.000
77 H -2.005291 -1.815839 -6.000090  0.000
78 H -1.584287 -0.303105 -6.827692  0.000
79 H -3.081022 -0.421781 -5.888557  0.000
80 H -1.021814 1.612254 -3.604101  0.000
81 H -2.616309 1.421591 -4.341196  0.000
82 H -1.219149 1.829263 -5.356321  0.000

Atoms 1-2, force components in eV/Å:
Cr -0.1 -0.4 -0.3
O -0.1 0.1 -0.1

Output
F_max, eV/Å: 0.52
Spin multiplicity: 5
Net charge: -1
HOMO-LUMO gap (spin up / spin down), Eh: 0.262 / 0.263

***

No. 2
Below is a cluster of 7 separate species, C24H44BF2N6O2S in total, with properties calculated with wB97M-V/def2-TZVPD.

Each line ends with the Mulliken charge.
Cartesian coordinates (Å):
1 O 0.832320 -2.356684 1.965902  -0.661
2 S 0.121535 -2.049903 0.678265  1.036
3 O 0.385425 -0.616830 0.334434  -0.631
4 F 0.674012 -3.146284 -0.476109  -0.281
5 B -1.776042 -2.312614 0.847558  0.341
6 F -1.952940 -2.904507 2.185109  -0.413
7 H -2.347117 -1.284882 0.726409  -0.199
8 H -2.190800 -3.072281 0.011625  -0.172
9 C -3.394815 2.611728 1.893898  -1.316
10 C -4.801159 2.304568 2.401102  -0.058
11 C -4.948664 0.868659 2.906655  -0.399
12 C -4.663220 -0.094555 1.800838  0.244
13 N -4.441220 -0.843107 0.940535  -0.497
14 H -3.130789 1.988256 1.036748  0.372
15 H -3.327392 3.653528 1.570519  0.370
16 H -2.649341 2.450425 2.678082  0.300
17 H -5.512085 2.487204 1.601045  0.355
18 H -5.046154 2.994827 3.212554  0.091
19 H -5.964964 0.700798 3.270587  0.308
20 H -4.257354 0.678456 3.731740  0.275
21 C 3.195044 -1.508096 -3.020112  -1.221
22 C 2.897432 -2.975674 -3.289703  -0.415
23 C 3.408089 -3.447332 -4.654009  0.060
24 C 2.755279 -2.666641 -5.749604  0.130
25 N 2.248045 -2.060228 -6.601063  -0.477
26 H 2.694794 -0.854976 -3.739793  0.408
27 H 2.839283 -1.228475 -2.026621  0.281
28 H 4.269221 -1.310052 -3.065172  0.291
29 H 1.817957 -3.136429 -3.222134  0.332
30 H 3.361751 -3.581411 -2.507401  0.325
31 H 3.183432 -4.507391 -4.793752  0.364
32 H 4.491241 -3.317917 -4.722857  -0.110
33 C -7.040145 6.220301 4.610738  -0.994
34 C -8.013815 6.581677 3.494739  -0.340
35 C -8.888132 5.402255 3.063101  -0.351
36 C -8.026162 4.293504 2.550913  0.132
37 N -7.351266 3.434696 2.152560  -0.451
38 H -6.331163 5.452011 4.293266  0.266
39 H -6.457969 7.096490 4.905781  0.331
40 H -7.573697 5.853782 5.491968  0.271
41 H -7.447117 6.955621 2.636506  0.394
42 H -8.656702 7.396433 3.834739  0.095
43 H -9.575805 5.712881 2.273519  0.370
44 H -9.480065 5.036319 3.901961  0.250
45 C 7.082112 -5.443659 -4.465952  -0.727
46 C 8.365277 -4.759794 -4.005146  0.366
47 C 8.339903 -4.385712 -2.522345  -0.423
48 C 7.217882 -3.434917 -2.254558  0.178
49 N 6.345152 -2.696949 -2.046449  -0.416
50 H 6.215822 -4.786562 -4.362402  -0.103
51 H 7.155653 -5.718754 -5.520819  0.369
52 H 6.894256 -6.353916 -3.889552  0.330
53 H 8.525905 -3.863102 -4.611719  0.328
54 H 9.208627 -5.428415 -4.191378  -0.552
55 H 9.281693 -3.912624 -2.237121  0.340
56 H 8.208076 -5.276517 -1.903915  0.291
57 C -9.320254 9.982020 6.393416  -0.884
58 C -10.724347 9.680487 6.906830  -0.433
59 C -10.877830 8.243751 7.411822  -0.455
60 C -10.602994 7.280808 6.303082  0.206
61 N -10.389400 6.535276 5.439175  -0.383
62 H -9.063483 9.358530 5.533762  0.121
63 H -9.249022 11.022866 6.071581  0.333
64 H -8.573033 9.815864 7.174206  0.296
65 H -11.443866 9.869546 6.105061  0.293
66 H -10.961841 10.370588 7.720760  0.311
67 H -11.892653 8.079805 7.780154  0.290
68 H -10.184008 8.048732 8.232883  0.277
69 C 13.592715 -7.712031 -5.816135  -1.135
70 C 12.280443 -8.433558 -6.103915  -0.501
71 C 11.052139 -7.547926 -5.880795  -0.330
72 C 10.998250 -7.098046 -4.456797  0.287
73 N 10.969189 -6.754365 -3.332026  -0.519
74 H 13.661409 -7.403750 -4.770482  0.358
75 H 14.440066 -8.370960 -6.016172  0.329
76 H 13.697566 -6.823266 -6.444500  0.295
77 H 12.216560 -9.321256 -5.468276  0.300
78 H 12.284712 -8.780483 -7.140612  0.313
79 H 10.140692 -8.103420 -6.111761  0.333
80 H 11.088289 -6.670192 -6.530557  0.312

Atoms 1-2, force components in eV/Å:
O -1.1 -0.5 -3.1
S 1.8 3.0 3.7

Output
F_max, eV/Å: 5.10
Net charge: -1
HOMO-LUMO gap, Eh: 0.252

***

No. 3
Below is a structure of composition C24H44BIrNP2, with properties calculated with wB97M-V/def2-TZVPD.

Each line ends with the Löwdin spin population.
Cartesian coordinates (Å):
1 Ir -1.512353 -0.596237 -1.752572  0.873
2 C 3.165357 0.523083 1.770758  0.345
3 C 2.516446 1.751170 1.469737  0.303
4 C 1.785455 1.036058 3.534849  0.310
5 C 2.679405 0.063253 3.028767  0.321
6 C 1.685359 2.082492 2.577207  0.306
7 C 4.113448 -0.224060 0.914568  0.092
8 H 4.494240 0.397388 0.096706  0.002
9 H 3.634985 -1.133940 0.470081  0.035
10 H 4.969251 -0.553479 1.521669  0.014
11 C 3.001226 -1.226228 3.668698  0.052
12 H 3.866189 -1.691837 3.184363  0.001
13 H 2.155983 -1.927794 3.624183  0.021
14 H 3.243094 -1.070920 4.729963  0.014
15 C 1.028791 0.941987 4.799021  0.047
16 H 1.678994 0.569316 5.602575  0.010
17 H 0.175249 0.252766 4.720854  0.020
18 H 0.646868 1.925399 5.092471  0.001
19 C 0.777766 3.242848 2.691141  0.051
20 H 1.011044 3.823337 3.590394  0.011
21 H -0.318750 2.905659 2.791012  0.022
22 H 0.845708 3.899359 1.817988  -0.001
23 C 2.561299 2.508818 0.198653  0.040
24 H 2.898528 3.538841 0.392979  0.013
25 H 1.565394 2.574484 -0.269199  0.014
26 H 3.253139 2.059930 -0.522117  0.000
27 C -2.306980 -2.072242 -2.643830  0.063
28 C -0.838671 -1.491631 -3.237206  0.065
29 C -0.859974 -0.715736 -4.529920  0.017
30 C -1.162440 0.803975 -4.252016  0.029
31 C -1.546428 1.016183 -2.812671  0.220
32 C -2.868280 0.612323 -2.331892  0.098
33 C -3.837864 -0.091492 -3.221564  0.008
34 C -3.508325 -1.582941 -3.407043  0.006
35 H -1.513351 -1.196067 -5.264060  0.001
36 H -1.887519 1.157350 -4.987301  0.005
37 H 0.156587 -0.796352 -4.976118  0.002
38 H -3.321153 -1.820285 -4.453801  0.000
39 H -2.019731 -3.127208 -2.796952  0.019
40 H -0.096522 -2.263827 -3.153653  0.011
41 H -4.348428 -2.157880 -3.010456  0.000
42 H -4.847367 0.015841 -2.825940  0.000
43 H -3.293826 1.334060 -1.614548  0.019
44 H -3.935949 0.432294 -4.169740  0.001
45 H -0.227342 1.334244 -4.439047  0.001
46 H -1.105953 1.911592 -2.359741  0.042
47 P 1.818860 -0.658951 -0.632943  0.526
48 C 1.699303 -2.470311 -0.699387  0.077
49 C 2.325846 -0.394305 -2.372926  0.082
50 P -1.224888 1.732108 1.397189  0.170
51 C -2.449935 -2.166266 -1.035599  0.278
52 C -1.910505 3.009995 0.323510  0.037
53 C -2.751805 0.773305 1.566508  0.052
54 H 1.304345 -2.823826 0.263063  -0.001
55 H 2.708968 -2.859922 -0.865103  0.012
56 H 0.999715 -2.719931 -1.505102  0.020
57 H 1.493572 0.116017 -2.867167  0.023
58 H 2.546656 -1.337804 -2.879350  0.000
59 H 3.222082 0.234355 -2.340870  0.013
60 H -3.239935 0.644123 0.594077  0.018
61 H -3.340882 1.357580 2.273969  0.010
62 H -2.562812 -0.222529 1.986402  0.000
63 H -1.856377 -2.958383 -0.594779  0.031
64 H -3.476146 -2.113518 -0.696328  0.016
65 H -1.957076 3.882381 0.984090  0.008
66 H -2.906638 2.743751 -0.055896  0.001
67 H -1.272778 3.219107 -0.547834  0.005
68 B -0.226830 -2.550851 3.527661  0.004
69 C -0.380167 -1.842078 2.137438  0.007
70 N -0.510858 -1.320195 1.100291  0.083
71 H 0.050007 -1.748681 4.412372  0.001
72 H 0.634595 -3.417690 3.458411  0.002
73 H -1.288915 -3.081375 3.811057  0.001

Atoms 1-2, force components in eV/Å:
Ir 9.1 2.1 11.8
C -0.1 0.0 -0.3

Output
F_max, eV/Å: 15.05
Spin multiplicity: 6
Energy relative to the best compared isomer or geometry (same formula, charge and spin), kcal/mol: 147.0
Net charge: +2
HOMO-LUMO gap (spin up / spin down), Eh: 0.155 / 0.197